The following is a DFT calculation (ωB97M-V with the def2-TZVPD basis set) of a molecular structure, C21H30BN10S2Ti at a distorted geometry.

Each line ends with the Mulliken spin population.
Atoms and positions in Å:
H1 -2.7955 2.5793 -0.7926  0.000
H2 -1.9157 -4.3210 -1.7808  0.001
N1 -1.3314 1.0194 1.2389  -0.160
C1 2.1608 -0.5507 -3.7391  0.002
H3 -2.6868 -1.9388 1.0401  -0.002
B1 0.5156 2.1903 2.4957  -0.028
H4 -1.0253 -1.0659 -2.3092  0.002
H5 3.2535 4.5791 -0.5246  0.000
C2 2.6003 3.8340 -0.1042  0.002
C3 1.9184 3.8829 1.0951  0.004
C4 0.2677 1.8306 -3.9656  0.012
H6 1.8858 4.6362 1.8660  0.000
N2 -0.6068 -1.9343 1.2503  0.041
S1 -0.8200 3.0791 -3.6031  0.000
H7 0.1415 -2.6209 1.2735  -0.006
H8 -2.2715 4.1328 -1.4522  0.000
H9 3.0904 -1.1767 4.6083  0.000
C5 -1.9265 3.1808 -1.0534  0.004
N3 -1.7142 -1.0065 -1.5653  0.028
H10 -2.8549 -2.4196 -2.6641  0.000
C6 0.4072 1.0294 -2.8830  0.025
H11 -1.2087 -4.5747 0.6216  -0.001
N4 1.4005 -0.1382 1.9747  0.019
H12 -0.6212 -3.2357 -1.3457  -0.003
S2 3.0587 -1.8752 -3.1842  0.011
H13 3.0425 -3.6335 -0.9098  0.001
Ti1 0.1528 0.0803 0.0167  1.877
C7 -1.8960 -2.6542 1.2687  0.016
H14 -1.3639 3.3581 -0.1365  0.001
H15 -3.1796 0.2641 0.6207  -0.004
H16 -0.4990 -1.4428 2.1312  0.009
H17 2.2614 -0.1686 -4.7425  0.000
C8 -1.0547 2.4735 -2.0391  0.023
H18 0.5992 2.9859 3.3980  0.000
C9 -2.5054 -2.2561 -1.6431  -0.005
N5 1.2148 2.7493 1.2335  0.021
H19 -2.9091 -4.2862 0.3769  0.000
C10 -3.1834 1.7293 2.3119  0.009
C11 2.2701 2.5818 -0.6262  0.019
C12 2.4925 -0.6510 3.8841  0.003
C13 2.1460 -1.0527 2.5944  0.012
H20 1.9027 -2.7918 0.1339  -0.013
C14 2.3452 -1.7461 -1.6531  0.056
H21 -4.2131 1.8565 2.5982  0.001
C15 1.9049 0.5901 4.0102  0.004
H22 1.9081 1.2980 4.8241  0.001
H23 3.5749 -2.2299 0.0256  0.004
C16 1.3400 -0.1118 -2.7587  0.016
N6 1.4482 -0.7988 -1.5415  -0.168
H24 -3.3988 -2.1379 -1.0271  0.000
H25 -2.2941 -0.2176 -1.8308  0.008
N7 -0.3711 1.3845 -1.7944  -0.019
C17 -2.6603 0.9135 1.3101  0.063
H26 2.4119 -1.9692 2.0901  -0.005
C18 2.7442 -2.6543 -0.5397  0.038
N8 1.2555 0.8764 2.8741  0.015
C19 -2.0694 2.3299 2.8673  0.026
H27 -2.1007 -3.0295 2.2735  0.000
C20 -1.6818 -3.4491 -1.1673  0.022
H28 -1.9703 3.0297 3.6815  0.002
N9 -0.9823 1.8950 2.2181  0.038
H29 0.7645 1.7648 -4.9204  0.000
H30 2.5979 2.1272 -1.5497  -0.002
N10 1.4315 1.9279 0.1729  -0.016
C21 -1.9262 -3.8138 0.2964  -0.002

## Properties
<S²>   2.005
Energy above the lowest of the compared OMol25 structures with the same formula, charge and spin   5.0 kJ/mol
Strongest force on any atom   1.1 eV Å⁻¹
2S+1   3
Electronic energy   -3036.5005 hartree
E_HOMO (alpha / beta)   -0.3211 / -0.4201 hartree
Charge   +1
M   545.35 g/mol